Computed, not measured: 2 unconnected molecules or ions with the total composition C6H8N2O4, with ωB97M-V with the def2-TZVPD basis set.

HOMO energy (spin up / spin down) = -0.278 / -0.278 Eh
Frontier orbital gap (spin up / spin down) = 7.56 / 7.56 eV
Energy = -643.647808 a.u.

XYZ file:
```
20
Properties=species:S:1:pos:R:3:forces:R:3:mulliken_charge:R:1
C -0.980 0.681 -0.349 1.8 -2.3 1.8 0.43
C -1.655 -1.280 -0.965 0.8 -0.1 -0.5 0.03
C -0.489 0.029 0.933 -0.5 1.2 -0.1 0.37
C 0.989 0.192 0.996 1.1 -1.5 -0.4 -0.10
C -3.179 0.327 0.052 -2.9 2.7 1.0 -0.01
C 0.215 1.452 -0.704 -1.1 1.4 -2.1 -0.80
N 1.258 1.299 0.100 -1.6 -0.5 -2.5 0.61
N 2.776 -1.582 -0.520 0.4 0.1 1.9 -0.80
O 2.386 1.806 -0.080 0.6 0.1 0.5 -0.72
O -1.126 -0.465 1.826 -0.7 -0.7 0.5 -0.62
O -2.260 1.095 -0.534 -0.3 0.8 0.8 -0.36
O -2.819 -1.146 -0.722 -0.1 -0.3 0.4 -0.14
H 1.432 0.408 1.950 -0.2 0.0 0.7 0.41
H 1.515 -0.778 0.555 -0.9 1.9 0.5 0.17
H -3.119 0.156 1.195 0.4 -0.3 -2.3 0.24
H -4.260 0.748 -0.246 2.5 -1.4 0.3 0.26
H 0.204 2.098 -1.639 0.6 -0.7 1.6 0.34
H 3.441 -1.724 0.251 -0.4 -0.2 -0.7 0.25
H 3.147 -0.896 -1.124 0.4 0.7 -0.9 0.24
H 2.524 -2.418 -0.975 0.0 -1.0 -0.6 0.20
```
Positions in Å, forces in eV/Å.


Computed, not measured: a molecular structure, C39H54IrN8O3PSSbSe4, with ωB97M-V with the def2-TZVPD basis set.

HOMO energy (spin up / spin down) = -0.050 / -0.049 Eh
Frontier orbital gap (spin up / spin down) = 4.85 / 4.82 eV
Total charge = -2
Energy = -12872.169196 a.u.
Spin multiplicity = 2

XYZ file:
```
112
Properties=species:S:1:pos:R:3:forces:R:3:mulliken_spin:R:1
Ir -0.128 0.371 -0.509 -0.5 -0.5 -0.4 -0.01
Se 4.232 2.149 -2.559 -0.1 0.0 -0.1 0.00
Sb 3.199 1.844 -0.392 0.3 -0.1 0.1 0.00
Se 0.797 2.503 0.031 -0.2 0.5 0.0 0.00
Se 2.096 -0.463 -0.168 0.2 -0.2 -0.1 0.00
Se 4.613 2.402 1.457 0.0 0.0 0.0 0.00
O -1.346 2.031 2.234 -0.1 0.1 -0.1 0.06
N -0.544 2.782 3.048 -0.1 0.0 -0.1 0.51
C 0.019 1.934 3.915 0.0 0.0 0.0 0.05
C 0.882 2.492 4.915 0.1 -0.1 0.0 0.02
N 1.568 2.925 5.731 0.0 0.0 0.0 -0.05
C -0.360 0.609 3.764 0.0 0.0 0.0 0.22
N -1.029 -1.722 4.336 -0.1 -0.1 -0.1 0.02
O -1.050 -1.750 -0.931 0.2 0.0 0.1 0.02
P -1.510 -3.154 -0.990 -0.1 0.0 0.0 0.00
N -2.248 -3.602 0.428 -0.1 0.0 0.0 0.00
C -2.946 -4.886 0.558 0.0 0.0 0.0 0.00
C -3.364 -4.865 2.023 0.0 0.0 0.0 0.00
C -2.148 -4.250 2.732 0.1 0.0 0.1 0.00
C -1.385 -3.482 1.639 0.1 0.1 0.0 0.01
N -0.250 -4.133 -1.381 0.0 0.0 0.0 0.00
C 1.114 -3.608 -1.600 0.0 0.0 0.0 0.00
C 1.872 -4.800 -2.194 0.0 0.0 0.0 0.00
C 0.777 -5.689 -2.785 0.0 0.0 0.0 0.00
C -0.353 -5.535 -1.771 0.0 0.0 0.0 0.00
N -2.683 -3.512 -2.125 0.0 0.1 0.0 0.00
C -4.032 -2.920 -1.935 0.0 -0.1 0.0 0.00
C -4.508 -2.565 -3.342 0.0 0.0 0.0 0.00
C -3.202 -2.228 -4.052 0.0 0.0 0.0 0.00
C -2.265 -3.307 -3.530 0.0 0.0 0.0 0.00
H -2.265 -5.730 0.375 0.0 0.0 0.0 0.00
H -3.777 -4.963 -0.140 0.0 0.0 0.0 0.00
H -3.626 -5.857 2.394 0.0 0.0 0.0 0.00
H -4.244 -4.225 2.129 0.0 0.0 0.0 0.00
H -1.511 -5.027 3.158 0.0 0.0 0.0 0.00
H -2.395 -3.577 3.552 0.0 0.1 0.0 0.00
H -0.411 -3.948 1.442 0.0 0.0 0.0 0.00
H -1.203 -2.440 1.899 -0.1 0.0 0.0 0.00
H 1.559 -3.260 -0.670 0.0 0.0 0.0 0.00
H 1.092 -2.751 -2.278 0.0 0.0 0.0 0.00
H 2.398 -5.339 -1.403 0.0 0.0 0.0 0.00
H 2.610 -4.479 -2.927 0.0 0.0 0.0 0.00
H 1.088 -6.727 -2.913 0.0 0.0 0.0 0.00
H 0.455 -5.302 -3.755 0.0 0.0 0.0 0.00
H -0.190 -6.203 -0.916 0.0 0.0 0.0 0.00
H -1.341 -5.748 -2.184 0.0 0.0 0.0 0.00
H -3.976 -2.010 -1.341 0.0 0.1 0.0 0.00
H -4.701 -3.626 -1.441 0.0 0.0 0.0 0.00
H -5.214 -1.735 -3.324 0.0 0.0 0.0 0.00
H -4.990 -3.425 -3.817 0.0 0.0 0.0 0.00
H -2.857 -1.251 -3.704 0.0 0.0 0.0 0.00
H -3.276 -2.215 -5.140 0.0 0.0 0.0 0.00
H -1.214 -3.019 -3.589 0.0 0.0 0.0 0.00
H -2.390 -4.238 -4.096 0.0 0.0 0.0 0.00
C 0.509 2.748 -3.358 0.0 0.0 0.0 0.00
C -0.034 1.343 -3.577 -0.2 0.1 0.0 0.00
C -1.497 1.514 -4.064 0.0 -0.1 0.1 0.00
C -0.095 0.438 -2.361 0.2 -0.1 0.1 0.00
C 0.742 0.577 -4.662 0.0 0.0 0.0 0.00
C 0.261 -0.638 -5.157 -0.1 0.0 0.0 0.00
C 0.930 -1.335 -6.149 0.0 0.0 0.0 0.00
C 2.113 -0.831 -6.676 0.0 0.0 0.0 0.00
C 2.605 0.369 -6.192 0.0 0.0 0.0 0.00
C 1.928 1.066 -5.198 0.0 0.0 0.0 0.00
H -0.055 3.236 -2.568 0.0 0.0 0.0 0.00
H 0.397 3.325 -4.282 0.0 0.0 0.0 0.00
H 1.558 2.753 -3.069 0.0 0.0 0.1 0.00
H -2.046 2.140 -3.361 0.0 0.0 0.0 0.00
H -2.028 0.566 -4.157 0.0 0.0 0.0 0.00
H -1.483 1.998 -5.043 0.0 0.0 0.0 0.00
H -0.342 -0.572 -2.725 0.1 0.0 0.0 0.00
H -0.663 -1.050 -4.766 0.0 0.0 0.0 0.00
H 0.530 -2.278 -6.506 0.0 0.0 0.0 0.00
H 2.647 -1.375 -7.446 0.0 0.0 0.0 0.00
H 3.539 0.767 -6.570 0.0 0.0 0.0 0.00
H 2.362 1.974 -4.811 0.0 0.0 0.0 0.00
C -4.306 2.769 0.968 -0.2 -0.2 -0.1 0.00
N -4.333 1.329 1.163 0.1 0.0 0.0 0.00
C -4.787 0.692 2.305 0.0 0.0 0.0 0.00
C -4.481 -0.615 2.184 0.0 0.0 0.0 0.00
N -3.866 -0.766 0.961 0.2 0.1 0.1 0.00
C -3.750 0.429 0.335 -0.1 0.0 -0.1 0.00
S -3.114 0.729 -1.211 0.2 0.1 0.3 0.00
H -5.267 3.189 1.268 0.0 0.0 0.0 0.00
H -4.128 2.960 -0.087 0.0 0.0 0.0 0.00
H -3.498 3.197 1.553 0.1 0.0 0.1 0.00
H -5.240 1.236 3.114 0.0 0.0 0.0 0.00
H -4.613 -1.434 2.867 0.1 0.0 0.0 0.00
H -3.336 -1.584 0.680 0.1 -0.1 -0.1 0.00
C 1.149 -2.777 8.166 0.0 0.0 0.0 0.00
C 0.610 -2.048 6.960 0.0 0.0 0.0 0.03
C -0.263 -0.918 7.170 0.0 0.0 0.0 0.01
C -0.662 -0.100 6.174 0.0 0.0 0.0 0.02
C -1.491 1.118 6.508 0.0 0.0 0.0 0.00
C -0.434 -0.467 4.753 0.1 -0.1 0.0 0.04
C -1.193 0.587 2.501 -0.1 0.1 0.0 -0.20
O -0.806 -0.088 1.397 0.0 0.2 0.0 0.12
C 0.376 -1.796 4.493 0.0 0.1 0.0 0.04
C 1.269 -1.889 3.266 0.0 0.0 0.0 0.06
C 0.973 -2.383 5.709 0.0 0.0 0.0 -0.02
H 1.170 -2.128 9.044 0.0 0.0 0.0 0.00
H 2.164 -3.137 7.988 0.0 0.0 0.0 0.00
H 0.531 -3.646 8.419 0.0 0.0 0.0 0.00
H -0.551 -0.677 8.191 0.0 0.0 0.0 0.00
H -2.078 0.928 7.410 0.0 0.0 0.0 0.00
H -2.183 1.365 5.698 0.0 0.0 0.0 -0.01
H -0.879 2.003 6.696 0.0 0.0 0.0 0.00
H -2.184 0.240 2.810 -0.2 0.0 0.0 0.09
H 0.805 -1.399 2.413 0.0 0.0 0.0 -0.03
H 1.421 -2.948 3.019 0.0 0.0 0.0 0.00
H 2.253 -1.440 3.425 0.0 0.0 0.0 0.01
H 1.769 -3.114 5.563 0.0 0.0 0.0 0.00
```
Positions in Å, forces in eV/Å.